(1)
This record from OMol25 describes a structure of composition C38H38ClN4O3PPd. The level of theory is wB97M-V/def2-TZVPD.

The geometry in XYZ format:
```
86
C38H38ClN4O3PPd, DFT wB97M-V/def2-TZVPD
C -1.282 0.893 3.651
H 2.541 -4.308 4.233
H -0.352 3.293 -4.410
H -2.358 -5.105 -0.973
C 1.491 -2.800 3.146
C 0.763 3.779 -1.424
C 3.619 -2.451 4.204
H 0.992 4.184 -0.439
H 1.155 -3.204 0.554
H -2.217 2.072 5.182
C -0.511 -4.253 -0.275
H 4.450 -2.835 4.779
H 1.159 -0.070 -2.478
C -3.182 -2.763 -3.994
H 0.208 -1.379 -1.274
H -0.450 -4.760 -4.491
C -1.888 -4.269 -0.473
C -0.791 -1.224 -1.644
N 2.123 0.755 -0.847
H 0.098 -5.075 -0.625
C 1.492 -1.478 2.693
C -2.662 -3.219 -0.004
C -2.752 0.010 5.358
C -2.095 1.078 4.774
C 3.258 -0.003 -2.818
H -3.735 -3.229 -0.145
C -1.036 3.260 -3.561
C 4.484 0.366 -2.283
H -2.967 4.318 -2.199
C -2.674 -1.883 -3.060
C -1.971 4.523 -1.804
O 2.176 2.111 1.453
C -1.540 3.454 -0.773
C 2.551 -0.642 3.041
C -2.068 -2.161 0.666
C -1.098 -0.393 3.131
H -2.690 -1.357 1.043
H -2.037 3.064 -3.947
H 0.966 4.912 -3.287
P 0.091 -0.735 1.805
H -1.356 -0.422 -1.189
C -0.611 2.166 -2.549
C -2.573 -1.265 4.844
H -0.566 2.925 3.880
H -1.594 -2.467 3.388
H 4.426 -0.468 4.049
N -1.043 4.564 -2.923
H -1.996 5.513 -1.346
H -2.782 -4.450 -5.220
C 0.296 4.859 -2.427
O 4.401 2.018 1.571
C -0.688 2.131 3.145
C -1.325 -2.036 -2.608
H 2.549 0.397 2.746
C -1.041 -3.958 -4.074
C 4.505 0.938 -1.028
C -1.746 -1.459 3.749
H 1.648 3.251 -1.785
H 0.281 1.652 -2.894
C -0.685 -2.140 0.902
O 0.064 3.695 1.721
C 0.084 -3.198 0.397
H 3.178 -0.438 -3.803
H 0.661 -3.462 2.939
H 0.279 5.846 -1.965
N -0.305 2.760 -1.230
Pd 0.532 1.253 0.411
C 2.117 0.202 -2.068
H -3.061 -2.111 5.306
Cl -3.645 -0.619 -2.468
C 2.551 -3.283 3.889
H -2.305 2.684 -0.639
C -2.366 -3.773 -4.484
H -1.408 1.433 -2.403
H 5.415 1.262 -0.543
C 3.317 1.129 -0.342
H -1.333 3.899 0.191
N -0.405 2.406 1.933
H -4.200 -2.655 -4.341
H 5.398 0.216 -2.841
C 3.612 -1.131 3.792
H -3.387 0.171 6.217
H 0.541 3.975 2.515
C -0.529 -3.102 -3.138
C 3.344 1.815 1.013
H 0.486 -3.203 -2.777
```

Results
- orbital gap (spin up / spin down) (eV) = 4.760 / 4.793
- multiplicity = 1
- total charge = +2
- energy (eV) = -77399.5763

What are the Mulliken partial charges on each atom? They are as follows, in elementary charge units:
1. C 0.38
2. H 0.47
3. H 0.34
4. H 0.58
5. C -0.18
6. C -0.70
7. C -0.64
8. H 0.41
9. H 0.63
10. H 0.49
11. C -1.29
12. H 0.42
13. H 0.68
14. C -0.75
15. H 0.69
16. H 0.47
17. C -0.38
18. C -1.26
19. N 0.87
20. H 0.54
21. C 0.70
22. C -1.29
23. C -0.89
24. C -1.06
25. C -1.58
26. H 0.50
27. C -0.95
28. C -0.61
29. H 0.29
30. C 0.88
31. C -0.99
32. O -0.37
33. C -0.76
34. C -0.74
35. C -0.25
36. C 0.17
37. H 0.57
38. H 0.33
39. H 0.38
40. P 3.00
41. H 0.62
42. C 0.17
43. C -0.91
44. H 0.53
45. H 0.34
46. H 0.52
47. N -0.12
48. H 0.37
49. H 0.48
50. C -1.02
51. O -0.69
52. C -0.50
53. C 0.35
54. H 0.22
55. C -1.23
56. C -0.79
57. C -0.40
58. H 0.40
59. H 0.13
60. C -0.02
61. O -0.54
62. C -0.26
63. H 0.55
64. H 0.35
65. H 0.28
66. N 1.43
67. Pd 0.54
68. C -0.53
69. H 0.47
70. Cl -0.10
71. C -0.85
72. H 0.47
73. C -0.31
74. H -0.27
75. H 0.63
76. C 0.41
77. H 0.39
78. N 0.28
79. H 0.52
80. H 0.45
81. C -0.78
82. H 0.42
83. H 0.42
84. C -0.25
85. C 0.13
86. H 0.56


(2)
This record from OMol25 describes a cluster of 2 separate species, CH4BrO3P in total in a non-equilibrium geometry. The level of theory is wB97M-V/def2-TZVPD.

The geometry in XYZ format:
```
10
CH4BrO3P, DFT wB97M-V/def2-TZVPD
P 1.570 -1.470 -0.123
H -0.606 0.747 -0.859
H -0.963 1.610 0.679
H -1.041 -0.805 1.427
C -1.070 0.667 0.093
O 2.203 -0.100 0.362
O 1.085 -1.161 -1.482
H 2.197 0.443 -0.530
O -0.499 -0.508 0.740
Br -2.877 0.577 -0.306
```

Results
- orbital gap (eV) = 10.732
- SMILES = O=PO.OCBr
- multiplicity = 1
- total charge = 0
- energy (eV) = -86575.9377

What are the Mulliken partial charges on each atom? They are as follows, in elementary charge units:
1. P 0.45
2. H 0.22
3. H 0.31
4. H 0.29
5. C -0.22
6. O -0.40
7. O -0.51
8. H 0.37
9. O -0.38
10. Br -0.12